Entry 1:
The following is a quantum chemistry calculation of 5 unconnected molecules or ions with the total composition C2H14O4 in a non-equilibrium geometry, from the OMol25 dataset.

Structure (XYZ):
```
20
Properties=species:S:1:pos:R:3:mulliken_charge:R:1
C -2.52 -3.36 -0.59 -0.7029
C -1.05 -3.18 -0.53 -0.4105
H -2.95 -3.77 0.32 0.3597
H -3.04 -2.44 -0.88 0.3455
H -2.68 -4.14 -1.39 0.3396
H -0.90 -2.51 0.41 0.2127
H -0.66 -2.72 -1.43 0.3275
H -0.32 -3.97 -0.28 0.3767
H -3.05 6.20 1.82 0.3275
H -4.34 5.45 1.77 0.3264
O -3.41 5.35 1.55 -0.6538
H 3.16 -1.75 0.15 0.2999
H 3.67 -2.61 1.44 0.3248
O 3.65 -1.77 0.97 -0.6220
H 3.56 1.68 -3.04 0.3025
H 4.13 3.01 -2.59 0.3253
O 4.39 2.17 -3.00 -0.6277
H -1.17 0.94 1.38 0.3529
H -0.75 -0.34 2.07 0.3559
O -1.26 -0.02 1.30 -0.5601
```

Summary:
Total charge   +1
Spin multiplicity   2
Lowest unoccupied orbital energy (spin up / spin down)   -3.36 / -11.35 eV
Expectation value of S²   0.7538
Kohn-Sham gap (spin up / spin down)   0.3654 / 0.0716 Eh

***

Entry 2:
The following is a quantum chemistry calculation of a single C3H3NO4 molecule in a non-equilibrium geometry, from the OMol25 dataset.

Structure (XYZ):
```
11
Properties=species:S:1:pos:R:3:mulliken_charge:R:1
C -0.99 0.22 -0.26 0.6079
C 0.04 -1.48 0.56 -0.2627
C 1.05 -0.76 -0.02 0.4696
H -0.69 2.58 -0.14 0.3450
H 0.05 -2.48 1.10 0.3264
H 2.73 0.13 0.16 0.4136
N -1.98 1.00 -0.33 -0.3322
O -1.74 2.34 -0.68 -0.3873
O -1.21 -1.01 0.22 -0.3084
O 2.34 -0.92 0.04 -0.5237
O 0.41 0.38 -0.66 -0.3483
```

Summary:
Lowest unoccupied orbital energy   -0.19 eV
Kohn-Sham gap   0.3055 Eh

***

Entry 3:
The following is a quantum chemistry calculation of 4 unconnected molecules or ions with the total composition C3H8N4 in a non-equilibrium geometry, from the OMol25 dataset.

Structure (XYZ):
```
15
Properties=species:S:1:pos:R:3:mulliken_charge:R:1
C -11.00 -1.90 -0.35 0.1367
C 6.23 -1.69 0.03 0.3790
C 6.83 0.60 0.53 -0.6786
N 5.61 -2.58 0.45 -0.0549
N -10.82 -0.78 0.02 0.6362
N 6.94 -0.68 -0.27 -0.2058
N -10.83 0.15 0.70 -0.3396
H -10.46 -2.78 -0.37 0.3901
H 6.43 0.24 1.49 0.2875
H 6.12 1.14 -0.08 0.3032
H 7.72 1.21 0.63 0.3293
H 4.80 -3.07 0.75 0.3341
H 7.79 -1.02 -0.70 0.3062
H -11.48 2.83 0.30 0.4118
H -11.29 1.89 0.40 -0.2354
```

Summary:
Total charge   +2
Lowest unoccupied orbital energy (spin up / spin down)   -10.89 / -10.60 eV
Kohn-Sham gap (spin up / spin down)   0.2365 / 0.2472 Eh

***

Entry 4:
The following is a quantum chemistry calculation of 2 unconnected molecules or ions with the total composition C3H12N2O in a non-equilibrium geometry, from the OMol25 dataset.

Structure (XYZ):
```
18
Properties=species:S:1:pos:R:3:mulliken_charge:R:1
N 0.31 1.29 1.56 -0.7081
C 1.15 0.22 1.01 -0.6964
C 1.11 0.08 -0.49 -0.4361
N -0.20 -0.35 -1.00 -0.3176
C -1.08 0.62 -1.66 -0.9578
H 0.60 1.46 2.52 0.2548
H -0.61 0.89 1.81 0.2648
H 1.02 -0.76 1.49 0.3828
H 2.17 0.47 1.34 0.4619
H 1.86 -0.68 -0.72 0.3145
H 1.36 1.08 -0.86 0.2700
H -0.09 -1.13 -1.63 0.2617
H -1.22 0.40 -2.72 0.3421
H -0.69 1.63 -1.61 0.2987
H -2.08 0.54 -1.23 0.2648
H -1.41 -2.67 0.61 0.2639
H -0.96 -1.19 0.45 0.4410
O -1.23 -1.89 1.11 -0.7051
```

Summary:
Lowest unoccupied orbital energy   0.93 eV
Kohn-Sham gap   0.3690 Eh

***

Entry 5:
The following is a quantum chemistry calculation of a single C3H3NO2 molecule in a non-equilibrium geometry, from the OMol25 dataset.

Structure (XYZ):
```
9
Properties=species:S:1:pos:R:3:mulliken_charge:R:1
O 0.70 -1.25 -0.79 -0.4926
C 0.10 -0.19 -0.19 0.3318
C 0.14 -0.25 1.32 -0.0268
O -0.38 0.57 2.03 -0.4328
C -0.32 1.05 -0.74 0.1638
N -0.71 2.16 -0.78 -0.4114
H 1.08 -1.00 -1.64 0.3397
H -1.15 0.07 -0.99 0.1982
H 0.76 -1.08 1.74 0.3301
```

Summary:
Lowest unoccupied orbital energy (spin up / spin down)   -0.79 / -0.79 eV
Kohn-Sham gap (spin up / spin down)   0.3076 / 0.3076 Eh

***

Entry 6:
The following is a quantum chemistry calculation of 3 unconnected molecules or ions with the total composition C4H11NO3 in a non-equilibrium geometry, from the OMol25 dataset.

Structure (XYZ):
```
19
Properties=species:S:1:pos:R:3:mulliken_charge:R:1
C -0.48 1.68 -0.57 -0.8796
N -1.07 0.49 -0.01 -0.2272
C -0.34 -0.72 -0.26 0.5422
C -0.53 -1.59 -1.28 -0.6913
O 1.84 0.57 -1.75 -0.5711
C 0.91 -0.80 0.58 -0.3055
O 0.74 -1.04 1.97 -0.4945
H 0.54 1.91 -0.29 0.3642
H -0.52 1.58 -1.65 0.3266
H -1.07 2.53 -0.18 0.3337
H -1.09 0.66 1.03 0.5127
H 1.47 0.24 0.33 0.1236
H -1.52 -1.84 -1.53 0.3169
H 0.30 -2.23 -1.70 0.2602
H 2.54 0.41 -2.37 0.1949
H 1.71 -1.50 0.19 0.3826
H -0.12 -0.51 2.26 0.5013
H -2.08 -0.11 2.68 0.2487
O -1.23 0.29 2.56 -0.9384
```

Summary:
Lowest unoccupied orbital energy   -4.70 eV
Kohn-Sham gap   0.1641 Eh

***

Entry 7:
The following is a quantum chemistry calculation of a molecular structure, C26H40Br3NO9 in a non-equilibrium geometry, from the OMol25 dataset.

Structure (XYZ):
```
79
Properties=species:S:1:pos:R:3:mulliken_charge:R:1
C 4.45 -0.15 -0.13 -1.0734
C 4.13 -1.12 -1.24 -0.1429
O 3.81 -2.41 -0.67 -0.2996
C 2.88 -3.15 -1.35 0.2271
O 3.19 -4.17 -1.92 -0.5888
C 1.48 -2.61 -1.27 -0.5206
C 1.02 -2.31 0.16 -0.6436
C -0.49 -2.08 0.25 -1.4060
C -0.96 -0.76 -0.40 1.3106
O 0.06 0.21 -0.39 -0.5506
N -1.23 -1.03 -1.81 0.1277
C -2.31 -0.42 -2.33 -0.5713
O -2.76 -0.56 -3.47 -0.7222
C -2.81 0.54 -1.28 -0.7448
O -2.18 1.77 -1.46 -0.1659
C -2.75 2.62 -2.45 -0.4958
C -1.71 3.00 -3.48 -1.1038
C -2.35 -0.09 0.07 1.5943
C -2.36 1.03 1.14 -0.7169
Br -3.82 2.23 0.90 -0.0618
C -1.61 1.21 2.25 0.1919
C -0.51 0.36 2.80 -0.8510
Br -1.94 2.64 3.43 -0.1378
C -3.48 -1.05 0.56 -1.0462
Br -3.85 -2.53 -0.68 -0.1053
C -3.34 -1.58 2.00 0.1235
C -4.18 -0.81 3.04 -1.3994
H 3.75 -0.23 0.69 0.1963
H 5.45 -0.34 0.28 0.3340
H 4.44 0.87 -0.52 0.3494
H 3.30 -0.75 -1.84 0.2404
H 5.00 -1.26 -1.88 0.3973
H 0.83 -3.33 -1.76 0.3881
H 1.47 -1.67 -1.84 0.3689
H 1.28 -3.15 0.81 0.6005
H 1.59 -1.47 0.56 0.1095
H -0.79 -2.17 1.28 0.1753
H -1.00 -2.91 -0.26 0.4673
H 0.66 0.05 0.33 0.3709
H -0.88 -1.87 -2.23 0.2935
H -3.90 0.61 -1.34 0.7431
H -3.15 3.51 -1.95 0.3528
H -3.59 2.11 -2.93 0.3519
H -1.77 2.35 -4.36 0.3267
H -0.72 2.89 -3.03 0.2493
H -1.82 4.03 -3.80 0.4536
H 0.46 0.78 2.55 0.3177
H -0.56 0.40 3.89 0.6571
H -0.57 -0.68 2.53 -0.4004
H -4.39 -0.47 0.51 0.9189
H -2.30 -1.61 2.31 -0.3300
H -3.69 -2.61 1.99 0.8710
H -4.90 -1.46 3.51 0.3537
H -4.68 0.05 2.60 0.3425
H -3.54 -0.41 3.83 0.2316
O 2.52 -1.34 4.41 -0.5918
C 1.71 -1.44 5.28 0.5468
O 0.42 -1.76 5.02 -0.2849
C -0.37 -1.70 6.22 -0.4106
C 0.62 -1.87 7.36 -0.5327
C 1.88 -1.21 6.77 -0.4414
H -0.88 -0.74 6.24 0.2441
H -1.12 -2.49 6.17 0.3394
H 0.28 -1.42 8.29 0.3201
H 0.81 -2.93 7.54 0.2731
H 1.90 -0.14 6.95 0.2494
H 2.81 -1.65 7.11 0.3309
O 3.18 4.82 -3.94 -0.5946
C 2.68 4.08 -4.73 0.4470
O 1.37 3.73 -4.67 -0.3111
C 1.07 2.75 -5.68 -0.2787
C 2.15 2.91 -6.74 -0.5711
C 3.34 3.37 -5.90 -0.3573
H 1.09 1.76 -5.21 0.2122
H 0.06 2.93 -6.05 0.3029
H 2.32 2.00 -7.31 0.3514
H 1.87 3.70 -7.43 0.2648
H 3.91 2.53 -5.50 0.2332
H 4.02 4.04 -6.41 0.3003
```

Summary:
Lowest unoccupied orbital energy   0.30 eV
Kohn-Sham gap   0.3457 Eh

***

Entry 8:
The following is a quantum chemistry calculation of a single C3H7N3 molecule in a non-equilibrium geometry, from the OMol25 dataset.

Structure (XYZ):
```
13
Properties=species:S:1:pos:R:3:mulliken_charge:R:1
C -1.33 -0.62 -0.02 0.0319
C -2.38 0.21 0.05 -0.7353
C 0.69 0.83 -0.54 -0.0047
H 1.69 -1.49 0.09 0.2808
H 1.17 -0.68 1.52 0.2682
H -1.56 -1.71 -0.06 0.3028
H -3.41 -0.12 0.12 0.2672
H -2.23 1.35 0.17 0.1908
H 0.04 1.39 -1.23 0.3640
H 2.28 1.94 -0.56 0.2149
N 0.89 -1.21 0.71 -0.6105
N 0.06 -0.32 -0.08 0.0823
N 1.92 1.09 -0.21 -0.6523
```

Summary:
Lowest unoccupied orbital energy   1.04 eV
Kohn-Sham gap   0.3558 Eh